1.
Below is a cluster of 2 separate species, C5H15NO in total at a distorted geometry, with properties calculated with ωB97M-V with the def2-TZVPD basis set.

Its multiplicity is 1. The value obtained for the HOMO energy is -8.8 eV. The relative energy (zero: lowest compared OMol25 entry of this formula, charge and spin) comes out at 1.258 eV. As for the HOMO-LUMO gap: 9.51 eV. The structure (SMILES) is CC[C@@H](C)CN.O. The LUMO energy comes out at 0.682 eV. The value obtained for the electronic energy is -329.4614 hartree.

Last column: natural (NBO) charge in e.
Geometry (Å):
C1 -0.21911 -0.44401 -0.25154  -0.245
C2 0.45842 0.84733 -0.57235  -0.215
C3 -0.58037 2.01072 -0.63360  -0.603
C4 1.27494 0.73420 -1.93070  -0.394
C5 2.26542 -0.40958 -1.73337  -0.619
N1 -1.19311 -0.37699 0.91988  -0.831
H1 -0.81345 -0.70024 -1.13120  0.194
H2 0.48399 -1.13829 0.19607  0.188
H3 1.11745 1.24989 0.19297  0.189
H4 -0.00603 2.90602 -0.88482  0.195
H5 -1.37645 1.89234 -1.36776  0.201
H6 -1.02158 2.18052 0.35817  0.219
H7 1.78664 1.67291 -2.12051  0.206
H8 0.55681 0.45826 -2.69537  0.197
H9 2.76576 -0.29279 -0.75694  0.198
H10 1.80636 -1.40012 -1.82939  0.210
H11 3.17520 -0.36009 -2.35716  0.209
H12 -1.48416 -1.34508 0.92268  0.357
H13 -0.70719 -0.17849 1.78261  0.342
H14 -1.39080 -2.69344 3.51930  0.468
H15 -1.35455 -1.23901 3.94434  0.467
O1 -1.82540 -1.82942 3.34445  -0.932

Forces on atoms 1 to 3 (eV/Å):
C -0.5 0.6 2.5
C -0.7 2.1 -1.4
C 0.7 0.0 0.2

---

2.
Below is a cluster of 2 separate species, C5H15NO in total at a distorted geometry, with properties calculated with ωB97M-V with the def2-TZVPD basis set.

Its multiplicity is 1. The value obtained for the HOMO energy is -9.7 eV. The relative energy (zero: lowest compared OMol25 entry of this formula, charge and spin) comes out at 1.195 eV. As for the HOMO-LUMO gap: 10.59 eV. The structure (SMILES) is CCCCCN.O. The LUMO energy comes out at 0.921 eV. The value obtained for the electronic energy is -329.4637 hartree.

Last column: natural (NBO) charge in e.
Geometry (Å):
C1 1.88557 -0.62122 1.51452  -0.616
C2 2.37975 -0.14709 0.17089  -0.420
C3 1.66027 1.09693 -0.38184  -0.392
C4 0.27759 1.06465 -1.05016  -0.413
C5 -0.61448 -0.03477 -0.49119  -0.218
N1 -1.90863 -0.33877 -1.17163  -0.827
H1 1.71972 0.17516 2.24278  0.212
H2 2.64696 -1.18101 2.04086  0.212
H3 1.01014 -1.25885 1.43126  0.206
H4 3.41973 0.18212 0.29001  0.208
H5 2.48083 -0.78829 -0.67215  0.206
H6 2.25669 1.74396 -1.03169  0.211
H7 1.62749 1.79142 0.47656  0.191
H8 0.38898 0.90383 -2.12786  0.189
H9 -0.20877 2.01989 -0.88834  0.210
H10 -0.85494 0.15303 0.56354  0.177
H11 0.00556 -0.93565 -0.43599  0.167
H12 -1.86447 0.17499 -2.05034  0.347
H13 -1.81389 -1.30642 -1.43564  0.350
H14 -5.25942 -0.84687 0.33932  0.470
H15 -4.16845 -1.08593 1.38405  0.470
O1 -5.06620 -0.76112 1.28301  -0.941

Forces on atoms 1 to 3 (eV/Å):
C 0.1 -0.7 0.3
C 0.7 2.2 -0.7
C -0.1 1.9 1.0

---

3.
Below is a cluster of 2 separate species, C5H15NO in total at a distorted geometry, with properties calculated with ωB97M-V with the def2-TZVPD basis set.

Its multiplicity is 2. The value obtained for the HOMO energy (alpha / beta) is -14.0 / -14.0 eV. As for the total charge: +1. The relative energy (zero: lowest compared OMol25 entry of this formula, charge and spin) comes out at 1.956 eV. As for the HOMO-LUMO gap (alpha / beta): 10.36 / 4.97 eV. The LUMO energy (alpha / beta) comes out at -3.602 / -8.987 eV. The expectation value of S² is 0.755. The value obtained for the electronic energy is -329.1244 hartree.

Last column: natural (NBO) charge in e.
Geometry (Å):
C1 0.26849 0.28886 -2.08036  -0.588
C2 0.40035 0.68392 -0.57659  -0.067
C3 1.84097 0.96957 -0.10837  -0.232
C4 1.80367 1.46246 1.29772  -0.634
C5 2.72871 -0.30715 -0.27049  -0.630
N1 -0.40858 -0.32189 0.12583  -0.304
H1 0.26180 -0.77636 -2.32606  0.238
H2 1.20221 0.64447 -2.53095  0.291
H3 -0.72009 0.60396 -2.42744  0.256
H4 -0.11423 1.63617 -0.37839  0.239
H5 2.28230 1.79471 -0.69155  0.251
H6 1.30133 2.39130 1.49191  0.234
H7 1.48098 0.69834 2.04644  0.218
H8 2.80709 1.55609 1.73637  0.253
H9 2.16382 -1.09551 -0.77780  0.187
H10 2.90170 -0.71356 0.74477  0.232
H11 3.71595 -0.24865 -0.72998  0.256
H12 -0.13716 -1.21391 -0.31294  0.396
H13 -1.37575 -0.16409 -0.17768  0.404
H14 -4.78117 -1.95035 0.87210  0.446
H15 -5.43525 -3.00750 1.61623  0.467
O1 -5.56574 -2.07743 1.43271  -0.913

Forces on atoms 1 to 3 (eV/Å):
C -0.3 -0.9 -0.1
C -0.2 2.1 1.6
C 1.1 -1.1 -0.7

---

4.
Below is a cluster of 3 separate species, C5H15NO2 in total at a distorted geometry, with properties calculated with ωB97M-V with the def2-TZVPD basis set.

Its multiplicity is 1. The value obtained for the HOMO energy is -7.8 eV. The relative energy (zero: lowest compared OMol25 entry of this formula, charge and spin) comes out at 1.982 eV. As for the HOMO-LUMO gap: 8.42 eV. The structure (SMILES) is CC/C=C(/C)N.O.O. The LUMO energy comes out at 0.631 eV. The value obtained for the electronic energy is -404.6822 hartree.

Last column: natural (NBO) charge in e.
Geometry (Å):
C1 0.69198 -2.16556 -1.99795  -0.593
C2 -0.05884 -1.51815 -0.87046  -0.429
N1 0.62161 0.90849 0.66565  -0.851
C3 -0.26092 0.98772 -0.41447  0.212
C4 -0.48605 -0.10981 -1.15616  -0.328
C5 -1.07465 2.23695 -0.53104  -0.662
H1 0.29483 -1.96275 -3.00250  0.204
H2 0.87721 -3.23404 -1.79777  0.206
H3 1.64238 -1.66973 -2.01085  0.199
H4 -0.87732 -2.21637 -0.61310  0.206
H5 0.58096 -1.68242 0.00557  0.189
H6 0.93551 -0.03791 0.76029  0.373
H7 1.01690 1.65604 1.18234  0.394
H8 -1.09899 0.03405 -2.04567  0.200
H9 -2.11149 1.97037 -0.78166  0.228
H10 -0.55225 2.90717 -1.27746  0.230
H11 -1.17980 2.78716 0.40630  0.214
H12 1.79839 -1.44240 2.62474  0.483
H13 2.55531 -0.45895 1.58383  0.475
O1 2.61798 -1.16461 2.22359  -0.953
H14 -2.42329 1.07498 1.68448  0.493
H15 -1.51953 1.93971 2.83250  0.490
O2 -1.98994 1.16006 2.52982  -0.980

Forces on atoms 1 to 3 (eV/Å):
C 0.7 -0.1 -0.6
C -0.2 -0.9 0.4
N -0.7 -0.9 -0.9

---

5.
Below is a cluster of 3 separate species, C5H15NO2 in total at a distorted geometry, with properties calculated with ωB97M-V with the def2-TZVPD basis set.

Its multiplicity is 1. The value obtained for the HOMO energy is -8.2 eV. The relative energy (zero: lowest compared OMol25 entry of this formula, charge and spin) comes out at 1.882 eV. As for the HOMO-LUMO gap: 8.82 eV. The structure (SMILES) is C/C=C(\C)NC.O.O. The LUMO energy comes out at 0.599 eV. The value obtained for the electronic energy is -404.6859 hartree.

Last column: natural (NBO) charge in e.
Geometry (Å):
C1 -1.95478 1.27310 -0.86287  -0.402
N1 -1.03108 1.12159 0.24872  -0.663
C2 0.30412 0.67900 -0.09965  0.197
C3 0.56774 -0.56754 -0.43835  -0.259
C4 1.76874 -1.19350 -1.06267  -0.644
C5 1.24357 1.85621 -0.20377  -0.653
H1 -1.69762 2.20841 -1.38654  0.181
H2 -1.77750 0.53910 -1.67932  0.165
H3 -2.95331 1.30601 -0.46434  0.204
H4 -1.39872 0.45386 0.94104  0.370
H5 -0.27388 -1.24687 -0.33018  0.229
H6 1.48915 -2.07329 -1.62886  0.223
H7 2.39776 -0.45650 -1.59571  0.210
H8 2.43888 -1.60040 -0.29587  0.204
H9 2.12698 1.51926 -0.77891  0.195
H10 1.62873 2.15158 0.75552  0.213
H11 0.85235 2.67098 -0.79879  0.218
H12 -2.42623 -2.42046 -1.25244  0.469
H13 -2.40180 -3.25925 -0.04331  0.471
O1 -1.95109 -2.48656 -0.41296  -0.932
H14 1.48312 0.74194 3.10080  0.469
H15 1.92626 -0.25861 2.00740  0.473
O2 1.22755 -0.05955 2.64367  -0.936

Forces on atoms 1 to 3 (eV/Å):
C 1.5 0.4 -0.9
N 0.1 -1.3 1.5
C -0.3 1.9 -0.8

---

6.
Below is a cluster of 3 separate species, C5H15NO2 in total at a distorted geometry, with properties calculated with ωB97M-V with the def2-TZVPD basis set.

Its multiplicity is 1. The value obtained for the HOMO energy is -8.3 eV. The relative energy (zero: lowest compared OMol25 entry of this formula, charge and spin) comes out at 2.300 eV. As for the HOMO-LUMO gap: 8.97 eV. The structure (SMILES) is C/C=C/CNC.O.O. The LUMO energy comes out at 0.648 eV. The value obtained for the electronic energy is -404.6706 hartree.

Last column: natural (NBO) charge in e.
Geometry (Å):
C1 0.83505 -0.45744 1.53420  -0.440
N1 0.92364 -0.37345 0.12119  -0.638
C2 0.12739 -1.43185 -0.54704  -0.241
C3 -3.54049 -0.53484 -1.47793  -0.652
C4 -2.08050 -0.90506 -1.49972  -0.186
C5 -1.38616 -1.29191 -0.42965  -0.214
H1 0.59413 -1.43814 1.98265  0.190
H2 0.18752 0.18913 2.13620  0.193
H3 1.83003 -0.36296 2.00229  0.192
H4 0.70764 0.50089 -0.31884  0.379
H5 0.26236 -1.46019 -1.62697  0.192
H6 0.47662 -2.30319 0.00880  0.188
H7 -3.82960 0.11097 -2.30629  0.214
H8 -3.79222 -0.10732 -0.50052  0.211
H9 -4.13202 -1.45838 -1.51657  0.219
H10 -1.72681 -0.82214 -2.52054  0.192
H11 -1.82632 -1.58280 0.50570  0.198
H12 4.15525 1.19978 0.37274  0.466
H13 5.34241 0.77672 1.04109  0.460
O1 4.66319 1.45566 1.15977  -0.926
H14 -0.41934 3.41583 0.52347  0.471
H15 -1.36371 2.33386 0.10117  0.470
O2 -0.50604 2.45804 0.50814  -0.938

Forces on atoms 1 to 3 (eV/Å):
C 1.1 -0.2 2.8
N -0.7 -1.2 -1.6
C -0.5 0.2 0.8